1.
# C26H35N5OS

One molecule with the formula C26H35N5OS (the ωB97M-V functional and the def2-TZVPD basis, OMol25).

```
68
Properties=species:S:1:pos:R:3
C 1.48 2.52 2.92
C 0.96 2.04 1.56
N 1.32 2.84 0.40
C 2.75 2.85 0.16
C 3.08 3.17 -1.30
C 0.77 4.19 0.39
C -0.75 4.28 0.45
C -1.46 3.65 -0.75
N -1.37 2.21 -0.80
C -2.07 1.42 0.03
S -3.15 2.08 1.12
N -1.92 0.07 -0.06
C -2.48 -0.81 0.94
C -3.62 -1.62 0.40
C -4.76 -1.00 -0.11
C -5.78 -1.78 -0.62
C -5.62 -3.16 -0.61
N -4.54 -3.77 -0.13
C -3.57 -3.01 0.36
C -1.29 -0.58 -1.19
C 0.18 -0.87 -0.96
C 0.62 -1.93 -0.25
C 2.01 -2.16 -0.03
C 2.48 -3.24 0.73
C 3.83 -3.44 0.93
C 4.35 -4.58 1.73
C 4.73 -2.53 0.35
C 4.31 -1.45 -0.40
C 5.30 -0.50 -1.00
C 2.93 -1.27 -0.60
N 2.45 -0.23 -1.34
C 1.13 0.05 -1.56
O 0.81 1.02 -2.25
H 1.15 1.84 3.70
H 1.09 3.51 3.15
H 2.57 2.57 2.94
H 1.34 1.02 1.38
H -0.13 1.98 1.61
H 3.28 3.57 0.81
H 3.13 1.85 0.40
H 4.10 2.87 -1.53
H 3.01 4.24 -1.50
H 2.38 2.65 -1.95
H 1.10 4.65 -0.54
H 1.19 4.79 1.22
H -1.01 5.34 0.46
H -1.14 3.84 1.36
H -2.52 3.91 -0.70
H -1.04 4.03 -1.68
H -0.57 1.84 -1.30
H -1.69 -1.46 1.33
H -2.84 -0.17 1.76
H -4.83 0.07 -0.09
H -6.67 -1.33 -1.01
H -6.38 -3.82 -1.01
H -2.72 -3.55 0.74
H -1.82 -1.52 -1.37
H -1.39 0.05 -2.08
H -0.08 -2.65 0.15
H 1.76 -3.93 1.16
H 5.02 -5.20 1.13
H 4.92 -4.22 2.59
H 3.54 -5.21 2.09
H 5.79 -2.68 0.51
H 5.21 -0.47 -2.09
H 5.15 0.51 -0.62
H 6.31 -0.80 -0.76
H 3.11 0.42 -1.76
```

The strongest force on any atom is 0.0178 Eh/bohr. Its energy above the lowest of the compared OMol25 structures with the same formula, charge and spin is 8.1 kJ/mol. The calculation puts the molecular weight at 465.67 g mol⁻¹. Its SMILES is CCN(CC)CCCNC(=S)N(Cc1cccnc1)Cc1cc2cc(C)cc(C)c2[nH]c1=O. As for the total energy: -47865.2070 eV. The HOMO energy comes out at -7.745 eV. The net charge is 0. For the gap between HOMO and LUMO, the calculation gives 0.280 Ha.

Atom charges from the natural (NBO) analysis, given in e for atoms 1 to 5: number 1, C, carries -0.637; number 2, C, carries -0.216; number 3, N, carries -0.462; number 4, C, carries -0.211; number 5, C, carries -0.643

***

2.
# C22H24F5N2O16

A 5-piece molecular cluster, C22H24F5N2O16 overall at a distorted geometry (the ωB97M-V functional and the def2-TZVPD basis, OMol25).

```
69
Properties=species:S:1:pos:R:3
C 2.95 -1.03 3.32
O 1.59 -0.67 2.99
C 1.45 -0.60 1.58
C 0.13 0.15 1.17
C -1.12 -0.64 1.15
C -2.34 0.11 0.78
C -3.72 -0.63 0.77
C -4.34 -0.34 2.20
O -4.43 0.79 2.56
F -4.75 -1.33 3.05
C -2.31 1.51 0.45
N -1.10 2.17 0.50
C 0.08 1.58 0.84
C 1.43 2.37 0.92
O 1.17 3.68 0.38
N 1.45 4.62 1.42
O 0.41 5.01 1.79
H 3.17 -2.08 3.01
H 3.10 -0.95 4.42
H 3.67 -0.34 2.79
H 2.30 -0.05 1.09
H 1.36 -1.64 1.15
H -1.13 -1.73 1.39
H -3.58 -1.74 0.65
H -4.39 -0.28 -0.05
H -3.26 2.01 0.20
H -1.14 3.18 0.28
H 1.70 2.47 2.01
H 2.19 1.82 0.32
C 7.91 -1.15 5.08
C 7.00 -1.94 5.98
O 5.78 -1.95 5.27
C 6.11 -1.87 3.95
O 5.37 -2.12 3.06
O 7.40 -1.48 3.79
F 6.82 -1.31 7.16
H 7.82 -0.07 5.24
H 8.95 -1.44 5.18
H 7.33 -2.97 6.16
C 3.82 -4.80 2.47
C 3.07 -4.99 1.18
O 3.93 -5.83 0.44
C 4.62 -6.57 1.37
O 5.23 -7.55 1.11
O 4.51 -6.03 2.61
F 2.92 -3.82 0.51
H 4.54 -3.98 2.42
H 3.15 -4.62 3.31
H 2.10 -5.48 1.29
C -4.61 4.34 -3.80
C -4.27 4.15 -2.35
O -4.21 2.74 -2.22
C -3.83 2.27 -3.45
O -3.42 1.17 -3.65
O -3.97 3.22 -4.41
F -5.25 4.62 -1.55
H -5.68 4.29 -3.99
H -4.22 5.28 -4.20
H -3.31 4.59 -2.05
C -4.90 1.18 -7.37
C -6.39 1.17 -7.55
O -6.62 2.35 -8.30
C -5.49 2.55 -9.04
O -5.41 3.28 -9.97
O -4.45 1.81 -8.56
F -7.03 1.28 -6.36
H -4.59 1.77 -6.51
H -4.49 0.18 -7.27
H -6.77 0.31 -8.10
```

The strongest force on any atom is 0.0779 Eh/bohr. The calculation puts the molecular weight at 667.42 g mol⁻¹. As for the total energy: -72519.9344 eV. The HOMO energy comes out at -12.815 eV. The net charge is +1. For the gap between HOMO and LUMO, the calculation gives 0.307 Ha.

Atom charges from the natural (NBO) analysis, given in e for atoms 1 to 5: number 1, C, carries -0.268; number 2, O, carries -0.541; number 3, C, carries -0.092; number 4, C, carries -0.017; number 5, C, carries -0.073

***

3.
# C40H82N4O6

A 5-piece molecular cluster, C40H82N4O6 overall at a distorted geometry (the ωB97M-V functional and the def2-TZVPD basis, OMol25).

```
132
Properties=species:S:1:pos:R:3
C -3.71 4.04 5.70
C -3.34 3.19 4.44
C -4.39 1.99 4.26
C -3.49 4.09 3.30
C -2.51 5.31 3.16
C -1.09 4.73 3.17
C -0.76 3.76 4.35
C 0.50 2.91 3.96
C -0.37 4.61 5.56
N -1.90 2.78 4.48
O -1.64 1.84 5.53
H -3.52 3.61 6.68
H -3.33 5.06 5.72
H -4.79 4.13 5.82
H -4.64 1.59 5.25
H -5.30 2.38 3.81
H -4.02 1.20 3.61
H -3.33 3.42 2.46
H -4.53 4.40 3.34
H -2.59 5.87 2.23
H -2.54 6.12 3.88
H -0.38 5.56 3.24
H -1.01 4.14 2.26
H 0.17 2.17 3.23
H 0.93 2.35 4.79
H 1.33 3.51 3.58
H -1.09 5.42 5.69
H 0.57 5.14 5.43
H -0.16 4.08 6.48
H -1.46 1.00 5.09
C 5.12 5.71 -0.25
C 6.50 5.25 -0.65
C 6.87 4.05 0.22
C 6.40 4.82 -2.22
C 7.79 4.61 -2.86
C 8.73 5.76 -2.60
C 8.78 6.30 -1.18
C 9.74 5.51 -0.29
C 9.31 7.79 -1.29
N 7.38 6.42 -0.66
O 7.36 7.11 0.53
H 5.05 6.14 0.75
H 4.86 6.57 -0.87
H 4.32 5.00 -0.47
H 7.65 3.44 -0.23
H 7.21 4.36 1.21
H 6.05 3.35 0.38
H 5.75 3.96 -2.33
H 5.87 5.58 -2.80
H 8.21 3.73 -2.37
H 7.61 4.31 -3.89
H 8.42 6.47 -3.36
H 9.74 5.36 -2.72
H 9.79 5.98 0.69
H 10.77 5.56 -0.61
H 9.46 4.46 -0.18
H 8.54 8.43 -1.71
H 10.19 7.72 -1.93
H 9.63 8.19 -0.33
H 6.77 7.84 0.32
C -5.51 -1.82 -7.50
C -4.91 -3.11 -6.92
C -5.73 -3.52 -5.68
C -5.09 -4.20 -8.03
C -4.15 -5.42 -7.86
C -2.76 -4.88 -7.76
C -2.50 -4.05 -6.54
C -2.59 -4.91 -5.22
C -1.01 -3.52 -6.77
N -3.47 -2.87 -6.64
O -3.25 -1.83 -5.73
H -6.54 -2.00 -7.81
H -5.59 -0.98 -6.82
H -4.80 -1.37 -8.19
H -6.78 -3.22 -5.68
H -5.55 -4.59 -5.62
H -5.28 -3.04 -4.81
H -6.08 -4.65 -8.03
H -4.84 -3.77 -9.00
H -4.54 -6.01 -7.03
H -4.21 -6.08 -8.73
H -2.41 -4.52 -8.73
H -2.12 -5.76 -7.72
H -2.29 -4.35 -4.34
H -1.87 -5.72 -5.17
H -3.57 -5.37 -5.10
H -0.63 -2.90 -7.59
H -0.38 -4.42 -6.79
H -0.79 -2.98 -5.85
H -3.47 -2.28 -4.91
C -3.97 -7.05 2.73
C -3.37 -5.69 3.20
C -3.69 -4.54 2.16
C -4.06 -5.45 4.59
C -3.30 -4.50 5.53
C -1.88 -4.98 5.76
C -1.09 -5.13 4.40
C -0.71 -3.73 3.86
C 0.17 -5.91 4.73
N -1.94 -5.90 3.43
O -1.22 -6.20 2.22
H -5.02 -7.09 2.46
H -3.41 -7.40 1.86
H -3.78 -7.84 3.46
H -3.09 -3.67 2.40
H -3.58 -4.90 1.14
H -4.72 -4.21 2.33
H -5.08 -5.09 4.48
H -4.20 -6.40 5.11
H -3.37 -3.47 5.17
H -3.91 -4.44 6.44
H -1.86 -5.99 6.18
H -1.23 -4.48 6.47
H -0.58 -3.75 2.78
H 0.11 -3.28 4.42
H -1.52 -3.01 3.97
H 0.74 -5.34 5.47
H 0.84 -5.85 3.88
H 0.07 -6.88 5.22
H -1.02 -7.13 2.38
O -1.35 -1.14 -1.45
C -0.12 -0.95 -1.41
C 0.61 0.36 -1.20
C 1.95 -0.18 -0.79
C 2.12 -1.49 -1.54
O 0.75 -1.93 -1.57
H 0.63 1.00 -2.08
H 0.21 0.72 -0.25
H 2.69 0.59 -0.99
H 2.03 -0.37 0.29
H 2.58 -1.16 -2.47
H 2.75 -2.16 -0.95
```

The strongest force on any atom is 0.0806 Eh/bohr. Its energy above the lowest of the compared OMol25 structures with the same formula, charge and spin is 153.3 kJ/mol. The calculation puts the molecular weight at 715.12 g mol⁻¹. Its SMILES is CC1(C)CCCC(C)(C)N1O.CC1(C)CCCC(C)(C)N1O.CC1(C)CCCC(C)(C)N1O.CC1(C)CCCC(C)(C)N1O.O=C1CCCO1. As for the total energy: -61047.4757 eV. The HOMO energy comes out at -8.160 eV. The net charge is 0. For the gap between HOMO and LUMO, the calculation gives 0.307 Ha.

Atom charges from the Löwdin analysis, given in e for atoms 1 to 5: number 1, C, carries -0.036; number 2, C, carries -0.499; number 3, C, carries -0.005; number 4, C, carries -0.169; number 5, C, carries -0.155

***

4.
# C19H41NO10S4

C19H41NO10S4 as an isolated structure at a distorted geometry (the ωB97M-V functional and the def2-TZVPD basis, OMol25).

```
75
Properties=species:S:1:pos:R:3
C -14.37 29.12 48.71
C -14.80 30.56 49.16
O -15.41 31.26 48.48
N -14.35 30.99 50.54
H -13.20 30.60 50.59
H -14.29 32.17 50.57
C -15.06 30.39 51.67
H -15.02 28.26 49.26
H -13.33 29.07 49.02
H -14.47 28.90 47.56
H -16.04 30.72 51.66
H -14.79 30.54 52.67
H -15.07 29.22 51.64
O -11.89 30.28 50.95
H -10.96 30.16 51.35
C -12.50 26.86 51.87
C -11.49 27.56 52.79
C -10.49 26.66 53.28
S -11.39 25.16 53.46
O -11.97 25.21 54.88
O -10.53 23.96 53.22
C -12.73 25.35 52.40
H -11.96 26.74 51.02
H -13.36 27.48 51.83
H -11.98 27.91 53.48
H -11.05 28.38 52.32
H -9.79 26.96 54.14
H -9.71 26.53 52.65
H -13.79 25.10 52.87
H -12.62 24.79 51.43
C -11.37 30.96 47.15
C -11.43 32.29 48.04
C -11.55 33.35 47.01
S -10.49 32.93 45.69
O -9.14 33.40 45.99
O -11.09 33.13 44.47
C -10.36 31.23 45.98
H -12.38 30.93 46.89
H -11.24 30.20 47.89
H -10.58 32.65 48.68
H -12.25 32.15 48.84
H -11.34 34.30 47.61
H -12.64 33.46 46.72
H -9.33 31.22 46.16
H -10.76 30.87 44.98
C -7.50 30.62 50.60
C -6.12 31.10 50.38
C -5.32 30.20 49.76
S -6.50 29.45 48.63
O -6.47 27.99 48.81
O -6.25 30.05 47.32
C -8.02 30.02 49.33
H -8.29 31.38 50.84
H -7.42 30.12 51.33
H -5.48 31.30 51.30
H -6.23 32.22 49.84
H -5.04 29.44 50.76
H -4.65 30.72 49.35
H -8.64 29.25 49.60
H -8.41 30.43 48.53
C -11.96 35.42 53.63
C -11.21 34.07 53.35
C -11.06 33.87 51.95
S -12.50 34.50 51.20
O -13.34 33.45 50.85
O -12.03 35.35 50.11
C -13.15 35.44 52.59
H -11.15 36.14 53.10
H -12.46 35.57 54.58
H -11.86 33.27 53.71
H -10.30 34.04 53.96
H -10.91 32.91 51.66
H -10.27 34.46 51.46
H -13.71 34.64 52.99
H -13.71 36.30 52.36
```

The strongest force on any atom is 0.2418 Eh/bohr. Its energy above the lowest of the compared OMol25 structures with the same formula, charge and spin is 349.3 kJ/mol. The calculation puts the molecular weight at 571.80 g mol⁻¹. As for the total energy: -85659.8647 eV. The HOMO energy comes out at -9.362 eV. The net charge is 0. For the gap between HOMO and LUMO, the calculation gives 0.337 Ha.

Atom charges from the Löwdin analysis, given in e for atoms 1 to 5: number 1, C, carries 0.000; number 2, C, carries -0.462; number 3, O, carries 0.167; number 4, N, carries -0.014; number 5, H, carries 0.064

***

5.
# C42H62HgN2O9Si

C42H62HgN2O9Si as an isolated structure at a distorted geometry (the ωB97M-V functional and the def2-TZVPD basis, OMol25).

```
117
Properties=species:S:1:pos:R:3
Hg -0.13 -1.18 -1.24
C -1.70 -3.06 0.47
C -0.42 -3.91 0.26
O -0.01 -3.87 -1.10
C 1.35 -4.06 -1.44
C 1.63 -3.50 -2.85
O 1.42 -2.11 -3.10
C 2.50 -1.20 -2.98
C 1.98 0.24 -3.20
O 1.10 0.63 -2.16
C 0.20 1.70 -2.43
C -0.93 1.79 -1.39
O -1.65 0.56 -1.34
C -2.63 0.33 -0.32
C -2.32 -0.69 0.84
O -1.32 -1.70 0.63
H -2.21 -3.42 1.37
H -2.34 -3.19 -0.41
H -0.64 -4.94 0.54
H 0.36 -3.52 0.92
H 1.59 -5.13 -1.48
H 2.01 -3.59 -0.70
H 0.93 -4.00 -3.52
H 2.66 -3.78 -3.13
H 3.26 -1.41 -3.74
H 2.97 -1.25 -1.99
H 1.47 0.30 -4.17
H 2.85 0.90 -3.22
H -0.23 1.57 -3.43
H 0.74 2.66 -2.41
H -1.61 2.59 -1.72
H -0.51 2.03 -0.41
H -3.52 -0.02 -0.86
H -2.87 1.27 0.18
H -3.26 -1.16 1.13
H -1.92 -0.10 1.66
C -0.69 1.79 5.66
C -1.40 1.03 4.52
C -2.89 0.94 4.84
C -0.82 -0.38 4.41
O -1.28 1.74 3.31
Si 0.02 1.93 2.27
O 0.19 0.82 1.20
O 1.33 2.24 3.26
C 2.66 1.79 3.00
C 3.55 2.51 4.02
C 3.10 2.15 1.58
C 2.75 0.28 3.19
O -0.39 3.36 1.50
C -0.56 4.68 1.93
C 0.78 5.31 2.32
C -1.14 5.45 0.73
C -1.54 4.78 3.10
H -0.70 1.21 6.58
H -1.18 2.74 5.83
H 0.34 1.98 5.36
H -3.05 0.42 5.78
H -3.41 0.40 4.04
H -3.32 1.94 4.90
H -0.82 -0.88 5.39
H 0.20 -0.33 4.04
H -1.40 -0.98 3.71
H 3.51 3.59 3.87
H 4.58 2.17 3.93
H 3.20 2.29 5.04
H 3.01 3.23 1.42
H 2.46 1.63 0.87
H 4.14 1.85 1.43
H 2.50 0.01 4.22
H 3.76 -0.08 2.97
H 2.05 -0.19 2.51
H 1.44 5.34 1.45
H 1.25 4.69 3.08
H 0.64 6.32 2.70
H -0.49 5.32 -0.14
H -1.24 6.51 0.96
H -2.12 5.05 0.47
H -1.13 4.27 3.97
H -2.48 4.29 2.83
H -1.74 5.83 3.34
N 1.62 -1.43 -0.01
C 2.67 -1.65 0.45
C 3.90 -2.02 0.95
C 5.07 -1.20 0.80
C 6.27 -1.62 1.31
C 6.40 -2.85 1.98
C 5.25 -3.65 2.15
C 4.04 -3.26 1.66
H 4.98 -0.25 0.29
H 7.15 -1.00 1.20
H 7.35 -3.18 2.37
H 5.34 -4.58 2.70
H 3.16 -3.88 1.81
N -1.57 -2.01 -2.48
C -2.26 -1.74 -3.49
C -3.34 -2.66 -3.99
C -3.89 -2.54 -5.26
C -4.89 -3.40 -5.70
C -5.37 -4.40 -4.86
C -4.83 -4.53 -3.58
C -3.82 -3.68 -3.16
C -2.13 -0.47 -4.30
C -3.10 0.52 -4.19
C -2.99 1.69 -4.93
C -1.93 1.88 -5.80
C -0.95 0.90 -5.90
C -1.05 -0.27 -5.15
H -3.53 -1.77 -5.94
H -5.30 -3.30 -6.69
H -6.14 -5.08 -5.20
H -5.20 -5.29 -2.92
H -3.38 -3.79 -2.18
H -3.94 0.37 -3.53
H -3.75 2.46 -4.83
H -1.87 2.78 -6.40
H -0.12 1.05 -6.58
H -0.29 -1.04 -5.24
```

The strongest force on any atom is 0.0319 Eh/bohr. The expectation value of S² is 0.77. Its energy above the lowest of the compared OMol25 structures with the same formula, charge and spin is 143.2 kJ/mol. The calculation puts the molecular weight at 967.64 g mol⁻¹. As for the total energy: -78021.7602 eV. The HOMO energy (alpha / beta) comes out at -1.837 / -4.893 eV. The net charge is -1. As for the spin multiplicity: 2. For the gap between HOMO and LUMO (alpha / beta), the calculation gives 0.157 / 0.270 Ha.

Atom charges from the Löwdin analysis, given in e for atoms 1 to 5: number 1, Hg, carries 1.269; number 2, C, carries -0.180; number 3, C, carries -0.175; number 4, O, carries -0.209; number 5, C, carries -0.189

***

6.
# C4H13NO2

A 3-piece molecular cluster, C4H13NO2 overall at a distorted geometry (the ωB97M-V functional and the def2-TZVPD basis, OMol25).

```
20
Properties=species:S:1:pos:R:3
C 0.85 0.85 0.47
C -0.59 0.89 -0.02
C -0.87 2.42 -0.34
N 0.49 3.00 -0.62
C 1.61 1.99 -0.32
H 0.65 1.30 1.43
H 1.46 -0.09 0.61
H -0.77 0.43 -0.94
H -1.24 0.64 0.87
H -1.28 3.06 0.47
H -1.58 2.48 -1.08
H 0.56 3.71 0.25
H 2.12 1.64 -1.23
H 2.46 2.50 0.19
O -1.13 -5.88 -0.24
H -0.55 -6.25 0.45
H -1.61 -5.16 0.25
O -0.37 -2.35 -0.43
H -0.19 -3.30 -0.11
H -0.01 -1.88 0.34
```

The strongest force on any atom is 0.0764 Eh/bohr. Its energy above the lowest of the compared OMol25 structures with the same formula, charge and spin is 196.3 kJ/mol. The calculation puts the molecular weight at 107.15 g mol⁻¹. Its SMILES is C1CCNC1.O.O. As for the total energy: -9942.1618 eV. The HOMO energy comes out at -8.896 eV. The net charge is 0. For the gap between HOMO and LUMO, the calculation gives 0.344 Ha.

Atom charges from the natural (NBO) analysis, given in e for atoms 1 to 5: number 1, C, carries -0.436; number 2, C, carries -0.423; number 3, C, carries -0.211; number 4, N, carries -0.619; number 5, C, carries -0.227